16
Properties=species:S:1:pos:R:3:forces:R:3:nbo_charge:R:1 method="wB97M-V/def2-TZVPD" spin_multiplicity=1 e_lumo_ha=0.0371 homo_energy_ha=-0.2829 max_force_ev_per_a=0.454 e_above_lowest_kj_mol=344.26 gap_ha=0.320
C -0.6908 -1.5316 0.6603 0.036 -0.001 0.045 -0.650
C 0.2748 0.2666 -1.6407 0.254 0.275 0.257 0.165
C -0.7228 1.3958 -1.6314 -0.007 0.075 -0.024 -0.721
C -0.0573 -0.3879 1.4496 -0.275 -0.038 0.015 -0.076
O 1.3716 -0.3572 1.3618 0.081 -0.031 -0.080 -0.493
C 1.8922 0.1826 0.2353 -0.033 0.121 -0.183 0.329
N 1.2296 0.3828 -0.8182 -0.226 -0.117 0.021 -0.440
H -0.7779 -1.2900 -0.4032 0.006 -0.124 0.171 0.225
H -1.6901 -1.7545 1.0495 0.157 0.043 -0.007 0.215
H -0.0722 -2.4305 0.7392 -0.107 0.080 0.096 0.222
H -1.7252 0.9533 -1.5647 0.190 0.078 -0.071 0.235
H -0.5890 2.1204 -0.8133 0.034 -0.082 -0.148 0.189
H -0.6808 1.9173 -2.5925 -0.035 -0.061 0.074 0.245
H -0.4542 0.5832 1.1190 0.083 -0.137 0.065 0.172
H -0.2528 -0.4792 2.5201 0.012 -0.080 -0.148 0.196
H 2.9448 0.4290 0.3292 -0.170 0.000 -0.082 0.187